1.
The following is a quantum chemistry calculation of a structure of composition C25H23CuHgN4O9, from the OMol25 dataset.

Structure (XYZ):
```
63
C25H23CuHgN4O9 | the OMol25 dataset | ωB97M-V/def2-TZVPD
Hg -0.27 -0.77 -5.26
Cu 2.78 1.99 -3.62
C 0.70 0.68 -2.33
O 0.97 0.28 -3.65
H 1.60 0.51 -1.74
H 0.52 1.76 -2.26
H -0.28 0.32 -1.97
C -1.81 2.53 0.05
C -0.71 2.82 0.81
C -0.74 3.88 1.72
C -1.82 4.74 1.72
C -2.93 4.59 0.87
C -2.87 3.45 0.06
N -1.82 5.79 2.74
O -0.83 5.96 3.44
O -2.81 6.49 2.81
H -1.79 1.83 -0.77
H 0.28 2.38 0.71
H 0.16 4.07 2.27
H -3.85 5.14 0.96
H -3.60 3.36 -0.73
C 1.21 -3.22 2.39
C 1.44 -2.32 1.37
C 2.14 -2.71 0.24
C 2.70 -3.98 0.22
C 2.43 -4.91 1.24
C 1.64 -4.50 2.37
N 3.56 -4.38 -0.90
O 3.80 -3.53 -1.74
O 3.94 -5.52 -0.89
H 0.53 -2.94 3.20
H 1.07 -1.30 1.34
H 2.30 -1.98 -0.53
H 2.67 -5.96 1.33
H 1.64 -5.09 3.27
C 3.38 2.80 3.54
C 3.04 3.66 2.51
C 3.15 3.23 1.19
C 3.59 1.95 0.94
C 3.94 1.11 1.99
C 3.74 1.47 3.31
N 3.78 1.55 -0.46
O 3.67 2.39 -1.35
O 3.85 0.36 -0.70
H 3.24 3.18 4.55
H 2.83 4.67 2.84
H 2.99 3.98 0.43
H 4.33 0.13 1.75
H 3.74 0.80 4.15
C -6.22 -3.38 -2.14
C -5.81 -2.83 -3.33
C -4.52 -2.34 -3.46
C -3.56 -2.64 -2.49
C -3.92 -3.35 -1.36
C -5.25 -3.76 -1.20
N -2.16 -2.20 -2.61
O -1.52 -2.13 -1.60
O -1.70 -1.97 -3.74
H -7.23 -3.69 -1.91
H -6.44 -2.71 -4.21
H -4.25 -1.86 -4.39
H -3.15 -3.50 -0.62
H -5.53 -4.40 -0.37
```

Results
ΔE to the lowest compared entry with this formula, charge and spin = 0.0 kcal per mole
spin multiplicity = 1
HOMO energy = -13.7781 eV
HOMO-LUMO gap = 2.79 eV
net charge = +2



2.
The following is a quantum chemistry calculation of a cluster of 2 separate species, C25H23F4Si in total, from the OMol25 dataset.

Structure (XYZ):
```
53
C25H23F4Si | the OMol25 dataset | ωB97M-V/def2-TZVPD
F -3.11 4.11 -2.69
C -2.89 2.75 -2.66
C -4.00 1.90 -2.69
C -3.71 0.53 -2.66
F -4.78 -0.34 -2.67
C -2.43 0.02 -2.63
C -1.30 0.90 -2.61
C -0.01 0.31 -2.56
C 1.27 0.91 -2.63
C 2.41 0.04 -2.62
C 3.69 0.56 -2.65
F 4.76 -0.31 -2.64
C 3.96 1.93 -2.69
C 2.85 2.77 -2.71
F 3.07 4.13 -2.74
C 1.54 2.31 -2.71
C -1.58 2.30 -2.62
H -5.01 2.29 -2.72
H -2.25 -1.05 -2.62
H -0.01 -0.78 -2.53
H 2.23 -1.03 -2.58
H 4.98 2.32 -2.71
H 0.74 3.03 -2.76
H -0.79 3.03 -2.58
C -3.22 -2.05 2.39
Si -1.36 -2.13 2.39
C -0.77 -3.20 3.81
C -0.73 -2.80 0.77
C -0.67 -0.32 2.63
C 0.85 -0.25 2.56
C 1.22 0.57 1.47
C 2.58 0.80 1.19
C 3.54 0.19 2.00
C 3.16 -0.63 3.08
C 1.80 -0.85 3.37
C 0.01 1.07 0.84
C -1.09 0.56 1.48
H -3.60 -1.44 1.56
H -3.62 -3.07 2.28
H -3.60 -1.64 3.34
H 0.32 -3.32 3.81
H -1.07 -2.78 4.78
H -1.23 -4.19 3.70
H 0.37 -2.83 0.75
H -1.10 -3.83 0.64
H -1.07 -2.20 -0.08
H -1.08 -0.05 3.62
H 2.83 1.44 0.36
H 4.60 0.35 1.79
H 3.92 -1.09 3.71
H 1.49 -1.46 4.21
H 0.05 1.77 0.01
H -2.14 0.74 1.25
```

Results
ΔE to the lowest compared entry with this formula, charge and spin = 14.1 kcal per mole
spin multiplicity = 1
HOMO energy = -10.6636 eV
HOMO-LUMO gap = 3.90 eV
net charge = +1



3.
The following is a quantum chemistry calculation of the molecule C25H23N3O2S, from the OMol25 dataset.

Structure (XYZ):
```
54
C25H23N3O2S | the OMol25 dataset | ωB97M-V/def2-TZVPD
C -5.33 -3.33 -0.02
C -4.04 -2.61 0.22
C -3.86 -1.80 1.33
C -2.67 -1.15 1.55
C -1.60 -1.30 0.66
C -1.78 -2.10 -0.46
C -2.98 -2.75 -0.67
H -3.11 -3.36 -1.55
H -1.00 -2.21 -1.20
C -0.36 -0.53 0.97
O -0.38 0.38 1.79
N 0.74 -0.95 0.29
C 2.09 -0.54 0.28
C 3.01 -1.52 0.11
C 4.43 -1.47 0.01
C 5.22 -2.60 0.13
C 6.59 -2.33 0.01
C 6.84 -1.01 -0.20
S 5.41 -0.07 -0.28
H 7.79 -0.54 -0.33
H 7.36 -3.09 0.08
H 4.82 -3.58 0.31
H 2.63 -2.54 0.11
C 2.47 0.91 0.26
O 3.37 1.30 -0.48
N 1.83 1.71 1.11
H 0.99 1.35 1.58
C 2.01 3.14 1.09
H 1.72 3.53 2.07
H 3.06 3.35 0.90
C 1.15 3.80 -0.02
C -0.26 3.30 0.03
C -1.25 3.68 0.89
N -2.39 2.98 0.64
C -2.16 2.11 -0.39
C -3.01 1.21 -1.01
C -2.50 0.46 -2.05
C -1.17 0.60 -2.45
C -0.32 1.50 -1.84
C -0.82 2.28 -0.80
H 0.71 1.59 -2.15
H -0.80 -0.01 -3.26
H -3.13 -0.25 -2.56
H -4.04 1.09 -0.69
H -3.25 3.06 1.16
H -1.22 4.42 1.67
H 1.59 3.55 -0.98
H 1.18 4.88 0.11
H 0.61 -1.83 -0.20
H -2.53 -0.51 2.41
H -4.68 -1.67 2.04
H -5.26 -4.35 0.37
H -5.56 -3.39 -1.08
H -6.15 -2.83 0.49
```

Results
ΔE to the lowest compared entry with this formula, charge and spin = 5.0 kcal per mole
spin multiplicity = 1
HOMO energy = -7.5776 eV
HOMO-LUMO gap = 7.76 eV
net charge = 0



4.
The following is a quantum chemistry calculation of the molecule C25H23N3O3S, from the OMol25 dataset.

Structure (XYZ):
```
55
C25H23N3O3S | the OMol25 dataset | ωB97M-V/def2-TZVPD
C -6.27 0.52 3.31
N -5.28 0.12 2.32
C -5.66 -1.11 1.63
C -3.90 0.36 2.54
C -3.15 -0.50 3.36
C -1.78 -0.31 3.45
C -1.20 0.89 3.03
C 0.13 1.22 3.74
C 1.25 0.39 3.10
C 2.67 0.73 2.92
C 3.40 1.91 2.93
C 4.79 1.86 2.69
C 5.46 0.64 2.53
C 4.75 -0.56 2.58
C 3.37 -0.50 2.73
N 2.43 -1.53 2.71
C 2.60 -2.96 2.51
C 1.18 -0.98 2.83
C -1.96 1.76 2.20
C -3.28 1.46 1.91
H -5.94 1.42 3.85
H -7.21 0.73 2.79
H -6.45 -0.29 4.04
H -4.87 -1.39 0.93
H -5.82 -1.93 2.35
H -6.59 -0.93 1.09
H -3.64 -1.28 3.93
H -1.17 -1.11 3.87
H 0.38 2.30 3.58
H 2.91 2.86 3.12
H 5.36 2.80 2.64
H 6.54 0.63 2.39
H 5.23 -1.54 2.52
H 3.65 -3.25 2.49
H 2.08 -3.51 3.31
H 2.12 -3.25 1.57
H 0.32 -1.64 2.65
H -1.52 2.68 1.81
H -3.89 2.07 1.22
C 1.31 1.22 9.92
C 1.80 1.30 8.62
C 0.89 1.23 7.53
C -0.44 1.06 7.82
C -0.95 0.84 9.11
C -0.06 0.97 10.19
S -1.38 0.89 6.35
O -1.72 -0.51 6.37
O -2.38 1.89 6.31
N 0.00 1.29 5.25
C 1.15 1.28 6.05
O 2.29 1.28 5.59
H 1.98 1.34 10.77
H 2.86 1.43 8.43
H -2.02 0.59 9.25
H -0.44 0.88 11.22
```

Results
ΔE to the lowest compared entry with this formula, charge and spin = 60.7 kcal per mole
spin multiplicity = 1
HOMO energy = -7.6257 eV
HOMO-LUMO gap = 7.66 eV
net charge = 0



Computed values of calculated total energy (unit: eV) for the preceding records, in sequence: -99467.5180; -45038.3910; -45700.0136; -47744.0748.
Computed values of max |F| (unit: eV Å⁻¹) for the preceding records, in sequence: 2.9; 1.9; 1.1; 2.8.